Density functional theory data (wB97M-V/def2-TZVPD) for a structure of composition C26H27MoN7O11P2S3.

Geometry as XYZ:
```
77
Properties=species:S:1:pos:R:3:lowdin_spin:R:1
Mo 0.23751 -0.22629 0.51752 1.746
N 1.61087 -4.27268 1.95233 -0.004
C 1.52178 -2.99259 1.47651 -0.003
S 0.54457 -1.88307 2.39579 -0.009
N 2.22153 -2.69381 0.42995 -0.002
N 1.96876 -1.39576 -0.04709 -0.014
C 2.71227 -1.11366 -1.05588 0.042
C 2.74978 0.12186 -1.80756 0.005
C 3.53575 0.17511 -2.96715 0.007
C 3.65111 1.34109 -3.68894 0.001
C 2.98925 2.48847 -3.23311 0.010
C 2.21677 2.45851 -2.09234 -0.001
C 2.07382 1.26621 -1.37692 0.015
O 1.32505 1.23796 -0.28354 0.050
H 0.76215 -4.58760 2.39826 0.000
H 1.95817 -4.92117 1.26246 0.000
H 3.38281 -1.91138 -1.35913 0.001
H 4.05272 -0.72401 -3.28724 0.000
H 4.25112 1.37330 -4.58906 0.000
H 3.07511 3.41419 -3.79086 0.001
H 1.67603 3.33101 -1.74672 0.000
C -2.01790 -3.95367 3.45172 0.001
C -2.73113 -2.82729 2.70988 0.002
O -4.12704 -3.12522 2.77951 0.000
P -2.50480 -1.26887 3.65678 0.001
O -3.70215 -0.36420 3.12634 0.001
O -3.04159 -1.64753 5.12540 0.000
O -1.17806 -0.62324 3.66861 0.006
P -2.13962 -2.76311 0.91790 0.008
O -3.56447 -2.62224 0.18463 -0.001
O -1.37320 -3.97418 0.56998 0.004
O -1.48340 -1.39390 0.61786 0.050
H -2.59449 -4.18925 4.34660 0.000
H -0.99914 -3.66751 3.72910 0.000
H -1.96464 -4.83452 2.81433 0.000
H -4.56632 -2.69441 2.03608 0.000
H -3.32969 0.40311 2.65789 0.001
H -2.30971 -1.93227 5.68513 0.000
H -3.40972 -2.46180 -0.76868 0.000
C -2.33397 4.07213 -0.70637 0.000
N -1.30581 3.93240 0.32810 0.001
C -0.46195 4.93564 0.78390 0.001
C 0.37029 4.37928 1.67020 0.000
N 0.01492 3.02928 1.76986 0.004
C -1.02065 2.76834 0.93252 0.002
S -1.81475 1.30389 0.68641 0.015
C 0.74141 2.15335 2.63256 0.004
C 1.10691 2.68048 3.85941 -0.002
C 2.07878 2.03761 4.59887 0.004
C 2.68575 0.92607 4.05885 0.000
C 2.18901 0.42320 2.87099 0.008
N 1.17270 0.97506 2.19220 0.010
H -2.17137 5.01890 -1.21488 0.000
H -3.32681 4.05968 -0.26052 0.000
H -2.23401 3.24726 -1.40669 0.000
H -0.51315 5.94465 0.41213 0.000
H 1.20492 4.79346 2.20604 0.000
H 0.63817 3.58938 4.20728 0.000
H 2.36836 2.42025 5.57018 0.000
H 3.50138 0.41635 4.55160 0.000
H 2.61983 -0.45601 2.42798 0.000
O -0.72088 1.82480 -2.24086 0.008
C -0.57701 0.65120 -2.50135 0.003
N -0.40509 -0.41023 -1.59509 0.012
S -0.64619 -1.85212 -2.39167 0.004
O 0.37405 -2.80355 -2.07209 0.003
O -2.02604 -2.26847 -2.28619 0.002
C -0.44875 -1.19899 -4.00424 0.001
C -0.31095 -1.86987 -5.20128 0.000
C -0.19797 -1.08917 -6.34554 0.000
C -0.23808 0.30448 -6.27386 0.000
C -0.38835 0.95133 -5.05153 0.000
C -0.48896 0.17013 -3.91890 0.000
H -0.28361 -2.95185 -5.24659 0.000
H -0.07339 -1.57305 -7.30646 0.000
H -0.14495 0.88736 -7.18185 0.000
H -0.41365 2.03175 -4.96943 0.000
```

2S+1   3
Kohn-Sham gap (spin up / spin down)   0.25934 / 0.26409 Eh
LUMO energy (spin up / spin down)   -0.3860 / -0.5797 eV
Energy above the lowest of the compared OMol25 structures with the same formula, charge and spin   0.8197 eV
⟨S²⟩   2.022